1.
This record from OMol25 describes C29H30BrN2O4ReS3 as an isolated structure. The level of theory is wB97M-V/def2-TZVPD.

Last column: natural (NBO) charge in e.
Cartesian coordinates (Å):
Re (-1.00568, -0.44815, 0.14278)  1.504
O (-0.75391, -0.44382, 2.07748)  -0.659
C (-1.22966, 0.48353, 2.90770)  0.370
C (-0.79310, 0.40879, 4.23672)  -0.253
C (-1.19383, 1.34514, 5.16489)  -0.129
C (-2.04964, 2.38753, 4.80990)  -0.243
C (-2.49891, 2.47050, 3.51579)  -0.113
C (-2.10996, 1.53470, 2.53511)  -0.248
C (-2.65863, 1.73868, 1.22406)  0.226
N (-2.42156, 1.02714, 0.17311)  -0.468
C (-3.05632, 1.38352, -1.10706)  -0.240
C (-2.12460, 0.94390, -2.23577)  -0.244
N (-1.71139, -0.41909, -1.87422)  -0.470
C (-2.18005, -1.38628, -2.57667)  0.219
C (-2.30153, -2.73917, -2.09807)  -0.268
C (-2.56724, -3.78868, -2.98863)  -0.129
C (-2.85342, -5.05056, -2.52130)  -0.242
C (-2.93499, -5.26883, -1.14460)  -0.135
C (-2.71562, -4.24785, -0.24201)  -0.283
C (-2.37221, -2.97677, -0.70917)  0.440
O (-2.12935, -2.00814, 0.16873)  -0.658
H (-0.13011, -0.40120, 4.50712)  0.233
H (-0.83478, 1.26804, 6.18302)  0.230
H (-2.35535, 3.11976, 5.54338)  0.233
H (-3.16718, 3.27247, 3.22604)  0.218
H (-3.33577, 2.58605, 1.12005)  0.200
H (-3.25596, 2.45508, -1.14705)  0.222
H (-4.00444, 0.84536, -1.17938)  0.217
H (-1.25039, 1.58288, -2.31762)  0.237
H (-2.65452, 0.94850, -3.18913)  0.216
H (-2.61463, -1.15859, -3.55018)  0.198
H (-2.53847, -3.59081, -4.05362)  0.224
H (-3.03730, -5.86250, -3.21036)  0.234
H (-3.18024, -6.25601, -0.77523)  0.232
H (-2.77920, -4.40715, 0.82517)  0.241
C (3.93473, -0.37281, -1.88847)  -0.552
C (4.47247, -0.16406, -0.46782)  -0.553
S (3.25242, 0.41870, 0.74352)  0.196
C (2.92031, -1.05700, 1.72888)  -0.546
C (2.45498, -2.27228, 0.95809)  -0.528
S (0.73555, -2.31522, 0.32224)  0.340
C (1.05587, -3.04026, -1.30580)  -0.533
C (1.66947, -2.13171, -2.36649)  -0.559
S (3.49218, -2.06584, -2.37128)  0.195
H (4.70809, -0.08095, -2.60021)  0.236
H (3.07758, 0.27005, -2.07950)  0.248
H (5.23549, 0.61487, -0.50060)  0.240
H (4.96664, -1.05797, -0.08347)  0.229
H (2.21125, -0.75561, 2.50155)  0.241
H (3.84353, -1.34020, 2.23975)  0.233
H (2.50597, -3.15564, 1.59562)  0.237
H (3.10636, -2.43292, 0.10217)  0.252
H (0.09067, -3.41864, -1.63920)  0.242
H (1.69101, -3.91261, -1.13780)  0.240
H (1.26504, -1.11799, -2.32680)  0.247
H (1.40184, -2.54870, -3.33980)  0.233
Br (1.09763, 4.65937, 3.38680)  0.076
C (1.41329, 4.39965, 1.54006)  -0.109
C (1.99681, 5.40932, 0.78763)  -0.202
C (2.22016, 5.20718, -0.56671)  -0.197
C (1.86041, 4.01026, -1.16525)  -0.157
C (1.27762, 3.00872, -0.39800)  -0.193
C (1.05481, 3.19816, 0.96194)  -0.142
C (0.87732, 1.73950, -1.05837)  0.808
O (1.05509, 1.47656, -2.22508)  -0.604
O (0.26046, 0.89359, -0.23743)  -0.666
H (2.27335, 6.34197, 1.25957)  0.239
H (2.67621, 5.99203, -1.15456)  0.231
H (2.02729, 3.83859, -2.22003)  0.240
H (0.61812, 2.41393, 1.56391)  0.224

Values from the calculation:
- strongest force on any atom (hartree/bohr) = 0.00993
- Kohn-Sham gap (spin up / spin down) (eV) = 6.87 / 6.77
- spin multiplicity = 2
- ⟨S²⟩ = 0.759
- charge = +1
- HOMO (spin up / spin down) (eV) = -10.6 / -10.7

---

2.
This record from OMol25 describes C29H30CoF6N6O5S7 as an isolated structure. The level of theory is wB97M-V/def2-TZVPD.

Last column: Löwdin charge in e.
Cartesian coordinates (Å):
Co (-0.51709, 1.13265, -0.19430)  0.328
C (-4.09846, -0.09144, 3.39816)  -0.429
S (-4.26441, 1.50099, 2.57928)  0.887
C (-2.92676, 1.50312, 1.46339)  -1.036
S (-1.71261, 0.28567, 1.51716)  0.748
N (-2.93745, 2.54890, 0.67118)  -0.054
N (-1.89497, 2.51344, -0.19144)  -0.145
C (-1.80852, 3.40267, -1.10816)  -0.052
C (-0.65900, 3.26866, -1.99549)  -0.222
C (-0.37270, 4.14385, -3.03209)  0.000
C (0.76761, 3.92943, -3.78901)  -0.049
C (1.59282, 2.85895, -3.48597)  -0.040
C (1.23968, 2.02893, -2.43351)  -0.100
N (0.14129, 2.22103, -1.71870)  0.059
H (-4.92900, -0.13498, 4.10204)  0.034
H (-3.15853, -0.16682, 3.93985)  0.017
H (-4.19447, -0.90092, 2.67765)  0.016
H (-2.54270, 4.19333, -1.21236)  0.139
H (-1.03404, 4.97530, -3.23251)  0.119
H (1.01302, 4.59859, -4.60316)  0.111
H (2.49996, 2.66904, -4.04155)  0.107
H (1.85577, 1.19682, -2.12287)  0.067
O (1.32774, 0.99311, 0.43999)  -0.312
C (2.05815, 1.26476, 1.58809)  -0.599
C (3.53622, 1.08805, 1.25500)  -0.485
C (4.60422, 0.80888, 2.05338)  -0.163
C (5.84433, 0.82876, 1.35249)  -0.180
C (5.68593, 1.12403, 0.03465)  -0.414
S (4.03919, 1.38054, -0.36261)  1.071
C (1.71372, 0.36675, 2.78165)  -0.440
C (0.89218, 0.62998, 3.83243)  -0.135
C (0.73926, -0.46775, 4.72690)  -0.175
C (1.47484, -1.54762, 4.35868)  -0.414
S (2.36703, -1.23010, 2.92918)  1.024
C (1.87173, 2.71902, 2.02546)  -0.446
C (2.74388, 3.53934, 2.67676)  -0.111
C (2.19314, 4.81762, 2.96915)  -0.181
C (0.91172, 4.93862, 2.52969)  -0.401
S (0.37106, 3.51032, 1.75804)  1.084
H (4.50776, 0.60532, 3.11054)  0.106
H (6.80230, 0.62724, 1.81015)  0.099
H (6.45126, 1.19549, -0.72150)  0.059
H (0.38949, 1.57800, 3.95593)  0.108
H (0.11642, -0.44384, 5.60932)  0.103
H (1.56774, -2.49395, 4.86709)  0.060
H (3.74977, 3.23982, 2.93430)  0.111
H (2.73058, 5.60823, 3.47299)  0.098
H (0.26075, 5.79457, 2.60605)  0.063
C (0.17144, -3.75907, -0.11579)  -0.044
C (-0.24161, -2.27116, -0.08035)  -0.159
N (0.40214, -1.53851, -1.16458)  -0.135
C (1.85216, -1.61458, -1.05956)  -0.145
C (2.32538, -3.08388, -1.08659)  -0.051
N (1.10605, -3.93665, -1.27957)  -0.090
C (0.40487, -3.57142, -2.55976)  -0.042
C (-0.03295, -2.08936, -2.44055)  -0.128
H (-0.66580, -4.43099, -0.27832)  0.113
H (0.71806, -4.06554, 0.77638)  0.134
H (0.05623, -1.82810, 0.86428)  0.088
H (-1.31834, -2.16555, -0.18602)  0.072
H (2.15933, -1.11539, -0.14694)  0.085
H (2.29453, -1.06563, -1.89123)  0.116
H (2.78490, -3.39284, -0.14810)  0.130
H (3.00510, -3.30515, -1.90881)  0.131
H (1.38753, -4.91173, -1.32684)  0.184
H (-0.44274, -4.24720, -2.65972)  0.129
H (1.11022, -3.75524, -3.36947)  0.130
H (-1.11430, -2.02404, -2.50140)  0.083
H (0.39499, -1.49839, -3.25017)  0.134
F (-3.41459, 0.72708, -4.24309)  0.135
C (-3.62064, -0.45520, -3.65614)  -0.668
F (-4.85369, -0.85603, -3.92102)  0.153
F (-2.75825, -1.33624, -4.18886)  0.116
S (-3.33660, -0.29200, -1.83749)  0.578
O (-1.99695, 0.26249, -1.82400)  -0.320
O (-4.42258, 0.50464, -1.36681)  -0.244
N (-3.29276, -1.76174, -1.30180)  -0.301
S (-4.59978, -2.53946, -0.83159)  0.593
O (-5.12586, -2.09067, 0.42038)  -0.262
O (-5.49292, -2.86574, -1.90057)  -0.263
C (-3.77126, -4.13333, -0.41475)  -0.667
F (-3.00440, -4.59360, -1.42119)  0.106
F (-4.69317, -5.05028, -0.14405)  0.148
F (-2.98358, -4.00189, 0.66264)  0.120

Values from the calculation:
- strongest force on any atom (hartree/bohr) = 0.00694
- Kohn-Sham gap (spin up / spin down) (eV) = 6.93 / 6.89
- spin multiplicity = 2
- ⟨S²⟩ = 0.873
- HOMO (spin up / spin down) (eV) = -7.6 / -7.5

---

3.
This record from OMol25 describes a 2-piece molecular cluster, C29H30F3N3O3S2 overall in a non-equilibrium geometry. The level of theory is wB97M-V/def2-TZVPD.

Last column: natural (NBO) charge in e.
Cartesian coordinates (Å):
C (-5.95292, 1.50627, -0.12635)  -0.636
C (-4.47312, 1.66972, 0.11905)  0.043
C (-3.91134, 2.78827, 0.73645)  -0.205
C (-2.54510, 2.85292, 1.03621)  0.002
C (-2.00490, 3.97314, 1.86222)  -0.644
C (-1.70928, 1.87524, 0.50326)  0.115
N (-0.29380, 2.08577, 0.47320)  -0.379
C (0.56947, 1.63119, 1.42460)  0.337
N (1.85190, 1.89899, 1.05439)  -0.388
C (3.07012, 1.43606, 1.65558)  0.156
C (3.31781, 0.06524, 1.93527)  -0.026
C (2.38778, -1.05523, 2.23708)  -0.658
C (4.64121, -0.37448, 1.89358)  -0.157
C (5.70870, 0.48171, 1.67055)  -0.003
C (7.08481, -0.07900, 1.51566)  -0.632
C (5.46861, 1.85728, 1.61359)  -0.220
C (4.16964, 2.35895, 1.68858)  -0.015
C (3.98950, 3.85672, 1.83538)  -0.652
C (1.84165, 2.87183, -0.04185)  -0.231
C (0.39727, 2.99312, -0.45959)  -0.204
C (-2.25104, 0.66615, 0.04167)  -0.003
C (-1.45537, -0.57741, -0.16355)  -0.641
C (-3.63342, 0.59106, -0.16599)  -0.181
H (-6.12216, 0.76176, -0.91584)  0.217
H (-6.43294, 1.12976, 0.79350)  0.249
H (-6.44316, 2.44568, -0.42255)  0.213
H (-4.56754, 3.62068, 0.99235)  0.213
H (-1.05423, 3.77220, 2.35946)  0.203
H (-1.88163, 4.86791, 1.23472)  0.214
H (-2.72798, 4.18556, 2.66382)  0.250
H (2.96744, -1.79020, 2.84696)  0.236
H (1.47084, -0.79489, 2.80747)  0.235
H (2.11948, -1.61539, 1.33133)  0.233
H (4.85442, -1.43100, 2.06012)  0.207
H (7.84515, 0.68820, 1.68096)  0.218
H (7.24559, -0.89185, 2.23363)  0.225
H (7.21842, -0.48397, 0.50277)  0.227
H (6.31998, 2.53606, 1.51890)  0.215
H (4.81309, 4.27159, 2.44104)  0.241
H (4.03637, 4.41565, 0.88032)  0.219
H (3.04491, 4.08913, 2.35818)  0.221
H (2.14505, 3.83190, 0.37794)  0.221
H (2.52405, 2.58718, -0.84905)  0.232
H (0.20402, 2.71034, -1.50518)  0.224
H (0.00352, 4.01996, -0.34804)  0.219
H (-2.10030, -1.41996, 0.13890)  0.261
H (-1.18777, -0.73338, -1.22006)  0.219
H (-0.54745, -0.61198, 0.44921)  0.198
H (-4.09497, -0.32763, -0.52645)  0.226
F (1.16988, 0.23284, 5.02279)  -0.300
C (0.59591, 1.36082, 4.47679)  0.887
F (-0.41182, 1.73302, 5.30662)  -0.275
F (1.54169, 2.34296, 4.45678)  -0.319
S (-0.05602, 0.94372, 2.80967)  0.372
N (-2.86532, -1.15248, 3.85787)  -0.985
C (-2.77342, -1.79377, 5.06718)  0.641
O (-1.75531, -2.14652, 5.68600)  -0.647
C (-4.18983, -2.05679, 5.49060)  -0.162
C (-5.11127, -1.44390, 4.66847)  -0.221
C (-6.48314, -1.53197, 4.90901)  -0.226
C (-6.91326, -2.41964, 5.90513)  -0.213
C (-5.98666, -3.07532, 6.73346)  -0.221
C (-4.62281, -2.82743, 6.57039)  -0.173
S (-4.27082, -0.54897, 3.36926)  2.287
O (-4.44476, 0.87545, 3.61350)  -0.966
O (-4.61581, -1.05478, 2.05501)  -0.969
H (-7.15249, -0.93116, 4.29883)  0.221
H (-7.98217, -2.58558, 6.04209)  0.210
H (-6.32328, -3.75714, 7.51132)  0.212
H (-3.85561, -3.20077, 7.25765)  0.230

Values from the calculation:
- strongest force on any atom (hartree/bohr) = 0.07818
- Kohn-Sham gap (eV) = 5.93
- HOMO (eV) = -7.5

---

One value per record, in order, for energy relative to the best compared isomer or geometry (same formula, charge and spin): 0.002 0.303 0.160 eV.
One value per record, in order, for E_tot: -5380.2847 -6597.0515 -2608.9405 hartree.